Here is C51H46As2NO10P2PtSTe as an isolated structure from the Open Molecules 2025 dataset. Energies are from ωB97M-V/def2-TZVPD.

The calculation puts the HOMO energy (alpha / beta) at -3.53 / -5.24 eV. As for the frontier orbital gap (alpha / beta): 5.45 / 6.26 eV. Its charge is -1. The spin multiplicity is 3. The LUMO energy (alpha / beta) comes out at 0.0703 / 0.0373 Ha.

XYZ file:
```
115
Properties=species:S:1:pos:R:3:mulliken_spin:R:1
Pt -0.5235 0.3250 -0.7666 0.1267
Te 2.8841 0.0206 -2.4864 0.0223
C 4.1952 -1.4395 -3.2476 -0.0260
C 4.7031 -1.3229 -4.5339 0.0114
C 5.5799 -2.2927 -4.9957 -0.0011
N 5.9746 -3.3409 -4.2782 0.0018
C 5.4841 -3.4380 -3.0432 0.0084
C 4.6040 -2.5261 -2.4856 0.0482
C 1.8191 -1.3249 -1.2015 0.3494
P 0.0841 -1.6853 -2.0086 0.2449
C -0.5896 -3.1373 -1.1048 -0.0173
C -1.0666 -2.9862 0.1950 0.0026
C -1.6589 -4.0429 0.8696 -0.0021
C -1.8356 -5.2602 0.2318 -0.0002
C -1.4237 -5.4071 -1.0848 0.0022
C -0.8089 -4.3571 -1.7487 0.0015
C 0.7946 -2.3192 -3.5758 -0.0076
C 0.5355 -1.6794 -4.7856 0.0083
C 1.0856 -2.1603 -5.9611 0.0037
C 1.8825 -3.2993 -5.9455 -0.0004
C 2.1443 -3.9394 -4.7466 0.0047
C 1.6169 -3.4380 -3.5633 0.0295
P 1.3685 -0.4416 0.2977 -0.0396
C 2.8011 0.5156 0.8925 -0.0163
C 2.6891 1.7910 1.4215 0.0158
C 3.8179 2.4384 1.9153 0.0009
C 5.0503 1.8111 1.8849 -0.0005
C 5.1623 0.5227 1.3723 0.0060
C 4.0440 -0.1207 0.8815 0.0276
C 1.3344 -1.6463 1.6656 -0.0901
C 1.8003 -2.9457 1.4943 0.0948
C 1.7943 -3.8274 2.5631 0.0191
C 1.3117 -3.4170 3.7980 0.0028
C 0.8456 -2.1213 3.9703 0.0065
C 0.8671 -1.2319 2.9084 0.0423
H 4.4101 -0.5050 -5.1795 -0.0009
H 5.9771 -2.2295 -6.0029 -0.0001
H 5.8146 -4.2974 -2.4697 0.0001
H 4.2301 -2.6684 -1.4790 -0.0039
H -1.0073 -2.0257 0.6920 0.0524
H -1.9888 -3.9019 1.8911 0.0006
H -2.3214 -6.0795 0.7471 -0.0001
H -1.5987 -6.3369 -1.6110 0.0000
H -0.5204 -4.4884 -2.7797 -0.0005
H -0.1080 -0.8097 -4.7989 0.0042
H 0.8809 -1.6545 -6.8960 0.0001
H 2.3041 -3.6809 -6.8667 0.0002
H 2.7727 -4.8204 -4.7271 0.0000
H 1.8498 -3.9207 -2.6223 0.0013
H 1.7208 2.2769 1.4641 0.0027
H 3.7328 3.4358 2.3230 -0.0010
H 5.9260 2.3202 2.2659 0.0000
H 6.1223 0.0235 1.3563 0.0003
H 4.1264 -1.1249 0.4810 0.0177
H 2.1473 -3.2647 0.5186 0.0207
H 2.1510 -4.8405 2.4264 0.0007
H 1.2869 -4.1135 4.6262 0.0002
H 0.4414 -1.8049 4.9218 -0.0002
H 0.4849 -0.2255 3.0400 -0.0312
O -2.6771 -3.1486 -3.7500 0.0031
C -2.5955 -2.0517 -3.2359 0.0048
O -1.5075 -1.4341 -2.8762 0.0000
C -3.7862 -1.1967 -2.9068 0.0008
C -5.0377 -1.7730 -3.1082 -0.0003
C -6.2036 -1.1050 -2.7863 -0.0003
C -6.1140 0.1744 -2.2554 0.0004
C -4.8770 0.7615 -2.0591 -0.0004
C -3.6796 0.1063 -2.3779 -0.0006
S -2.2403 1.1504 -2.2049 -0.0014
H -5.0563 -2.7721 -3.5232 -0.0001
H -7.1684 -1.5721 -2.9370 0.0000
H -7.0107 0.7189 -1.9862 0.0000
H -4.8142 1.7619 -1.6527 0.0010
C -3.8372 -1.1252 1.2743 -0.0060
O -2.9781 0.0014 1.3906 0.0085
C -2.3108 0.1938 2.5813 -0.0727
O -2.2919 -0.6454 3.4504 0.0772
C -1.6376 1.4850 2.5394 0.3787
C -1.6273 2.3569 3.6359 0.3216
As -0.5050 3.9185 3.8256 0.0302
C -1.8576 5.3001 4.1910 0.0249
C -0.1960 4.4494 1.9620 0.0013
C -0.2017 3.6457 0.8884 0.0193
As -1.3341 2.0596 0.7449 0.0996
C -2.9575 3.0627 0.3803 0.0267
C 0.4442 4.1216 -0.3603 0.0009
O 1.3006 4.9794 -0.4152 0.0032
O 0.0063 3.4353 -1.4238 0.0050
C 0.5765 3.7772 -2.6864 0.0023
C 0.0970 5.9211 1.8397 0.0008
O -0.7127 6.6576 1.3432 0.0024
O 1.1565 6.4279 2.5034 -0.0017
C 2.3103 5.5961 2.6479 0.0081
C -2.4591 2.1256 4.7917 0.0023
O -3.5076 1.5167 4.8555 0.1004
O -1.9352 2.7453 5.9130 0.0145
C -2.7750 2.7189 7.0555 -0.0017
H -3.6246 -1.8461 2.0614 0.0024
H -3.6771 -1.5695 0.2924 0.0014
H -4.8690 -0.7802 1.3564 0.0011
H -2.2035 5.1716 5.2134 -0.0016
H -2.6959 5.2090 3.5024 -0.0054
H -1.4080 6.2867 4.0843 -0.0026
H -3.0742 3.7354 1.2304 0.0055
H -3.7842 2.3583 0.3278 0.0021
H -2.8759 3.6207 -0.5495 0.0003
H 0.0855 3.1298 -3.4071 -0.0005
H 1.6520 3.6007 -2.6762 -0.0005
H 0.3890 4.8255 -2.9141 -0.0001
H 3.1657 6.2678 2.6629 0.0007
H 2.3945 4.9292 1.7930 0.0009
H 2.2642 5.0276 3.5783 -0.0026
H -2.3788 3.4639 7.7429 0.0002
H -2.7546 1.7342 7.5246 0.0021
H -3.8060 2.9513 6.7894 0.0003
```